{"formula": "C6H10O", "method": "wB97M-V/def2-TZVPD", "molar_mass_g_mol": 98.145, "total_energy_ev": -8427.837, "relative_energy_ev": 3.403, "total_charge": 0, "elements": ["C", "C", "C", "C", "C", "O", "C", "H", "H", "H", "H", "H", "H", "H", "H", "H", "H"], "coordinates": [[1.79119, -0.78234, -0.36265], [0.55860, 0.03486, -0.11693], [-0.55937, 0.18668, -1.10257], [-1.53249, 0.38254, 0.04613], [-1.31233, -0.86296, 0.78993], [-0.90350, 1.50680, 0.77506], [0.48925, 1.23347, 0.76381], [2.29274, -0.56081, -1.31939], [1.50855, -1.83922, -0.40596], [2.52836, -0.65082, 0.43547], [-0.54615, 1.08197, -1.73236], [-0.72123, -0.71211, -1.70434], [-2.54980, 0.74578, -0.11961], [-0.91876, -1.76459, 0.35194], [-2.03083, -1.08881, 1.59924], [1.00701, 2.12862, 0.37233], [0.92784, 1.00364, 1.74362]], "forces_ev_per_a": [[-0.1008, -0.0891, 0.1899], [-0.0829, -0.2182, 0.2098], [-0.0704, -0.0069, -0.0278], [-0.2118, -0.0300, -0.2649], [0.3297, 0.0953, 0.0391], [-0.1965, 0.0878, 0.1003], [0.0767, -0.1653, 0.1252], [-0.3149, 0.1601, 0.2010], [0.1241, 0.0444, -0.0079], [-0.1439, -0.0613, -0.0616], [0.4000, -0.0758, -0.0309], [-0.1180, 0.1741, 0.1148], [0.0383, -0.1232, -0.0890], [-0.4265, -0.0448, -0.6921], [1.0613, 0.3567, 0.3068], [-0.1112, -0.2775, -0.1155], [-0.2531, 0.1738, 0.0028]]}

---

{"formula": "C6H10O", "method": "wB97M-V/def2-TZVPD", "molar_mass_g_mol": 98.145, "total_energy_ev": -8429.811, "relative_energy_ev": 1.430, "total_charge": 0, "elements": ["C", "C", "C", "C", "C", "O", "C", "H", "H", "H", "H", "H", "H", "H", "H", "H", "H"], "coordinates": [[1.68166, -0.79824, 0.06726], [0.38352, -0.04779, -0.12186], [-0.56853, 0.36907, -1.30121], [-1.59407, 0.33600, -0.13054], [-0.78262, -0.88812, 0.37821], [-1.18849, 1.43224, 0.68051], [0.22521, 1.21314, 0.74468], [1.84045, -1.58179, -0.67862], [1.48750, -1.30895, 1.03584], [2.58192, -0.17808, 0.14537], [-0.38662, 1.34695, -1.75495], [-0.76182, -0.38968, -2.06658], [-2.67782, 0.35165, -0.26214], [-0.94015, -1.75180, -0.27677], [-0.59392, -1.24144, 1.41105], [0.76549, 2.08238, 0.34230], [0.52829, 1.05445, 1.78744]], "forces_ev_per_a": [[0.0902, -0.0517, -0.0202], [0.1053, -0.1383, 0.1304], [0.1417, 0.1078, -0.1477], [-0.2803, -0.2082, -0.1155], [-0.0912, -0.1684, 0.2503], [-0.0577, -0.0146, 0.1316], [0.2659, -0.0402, 0.1099], [-0.0118, 0.1486, 0.0066], [0.7188, 0.2149, -0.4423], [-0.1639, -0.1030, -0.0781], [-0.1130, -0.0900, 0.0200], [0.2245, 0.0424, 0.2564], [0.2367, -0.0415, -0.0256], [0.0221, 0.1045, 0.1387], [-1.0026, 0.4607, -0.1652], [-0.0904, -0.1932, 0.0565], [0.0058, -0.0299, -0.1057]]}

---

{"formula": "C6H10O", "method": "wB97M-V/def2-TZVPD", "molar_mass_g_mol": 98.145, "total_energy_ev": -8425.435, "relative_energy_ev": 5.805, "total_charge": 0, "elements": ["C", "C", "O", "C", "C", "C", "C", "H", "H", "H", "H", "H", "H", "H", "H", "H", "H"], "coordinates": [[2.49563, 0.80223, -0.27799], [2.20599, -0.65738, -0.38754], [0.22113, -0.30976, 0.50079], [-0.99188, -1.02515, 0.76962], [-2.08990, 0.03846, 0.81228], [-1.69836, 0.42980, -0.64888], [-0.63139, -0.65649, -0.60016], [1.87102, 1.41313, -0.93854], [2.51784, 1.25641, 0.72214], [3.51783, 0.86068, -0.69653], [2.58622, -1.11223, 0.54932], [-0.90596, -1.96420, 1.30463], [-1.96133, 0.80118, 1.58515], [-3.09453, -0.38627, 0.87665], [-2.49386, 0.23418, -1.37255], [-1.29857, 1.43610, -0.79784], [-0.16105, -1.22988, -1.39039]], "forces_ev_per_a": [[-0.1344, 0.0232, -0.0394], [0.2342, 0.2574, 0.2490], [0.1580, 0.1363, 0.0301], [-0.1183, -0.2302, 0.2114], [-0.1026, 0.0124, 0.1390], [-0.0575, 0.1231, -0.0895], [-0.0532, -0.0553, -0.3737], [0.1081, -0.1001, 0.0030], [0.0363, -0.1374, -0.1234], [-0.0564, -0.0960, 0.0509], [-0.0876, 0.0166, -0.1072], [0.0022, 0.1279, -0.0755], [-0.0134, -0.1180, -0.1091], [0.1271, 0.0335, -0.0149], [0.1091, 0.0072, 0.1240], [-0.0843, -0.1213, 0.0010], [-0.0672, 0.1208, 0.1244]]}

---

{"formula": "C6H10O", "method": "wB97M-V/def2-TZVPD", "molar_mass_g_mol": 98.145, "total_energy_ev": -8428.952, "relative_energy_ev": 2.288, "total_charge": 0, "elements": ["C", "C", "C", "C", "C", "H", "H", "H", "H", "H", "H", "H", "H", "C", "O", "H", "H"], "coordinates": [[0.84830, 0.04466, -1.22861], [0.25026, -0.93701, -0.55554], [-1.08266, -0.85146, 0.08718], [-1.46403, 0.32927, 0.95440], [-2.05726, 0.18716, -0.40796], [1.78930, -0.11168, -1.74571], [0.42374, 1.04542, -1.29630], [0.76347, -1.89404, -0.44707], [-1.50171, -1.80871, 0.38809], [-0.69454, 1.07529, 1.13237], [-2.10085, 0.11768, 1.80882], [-3.09897, -0.10214, -0.50712], [-1.69837, 0.84494, -1.19663], [2.40212, 0.51263, 0.75029], [1.65299, 0.61147, 1.69553], [2.84586, -0.44847, 0.42321], [2.72234, 1.38497, 0.14505]], "forces_ev_per_a": [[-0.2487, -0.1125, -0.2896], [-0.0532, -0.0048, -0.2444], [0.0517, -0.1727, -0.0866], [0.0259, 0.1005, 0.1715], [-0.1498, 0.0660, -0.0958], [-0.0376, -0.0068, 0.1361], [-0.0178, -0.2239, -0.1228], [-0.1082, 0.1436, -0.1498], [0.0721, 0.1822, -0.0687], [-0.1653, -0.1238, -0.0918], [0.1369, 0.0611, -0.1225], [0.1448, 0.0529, 0.0927], [-0.0958, -0.1455, 0.1681], [-0.2623, 0.0346, 0.6568], [0.8104, 0.0545, -0.4176], [-0.0140, 0.1102, 0.3024], [-0.0892, -0.0157, 0.1620]]}